DFT (wB97M-V/def2-TZVPD) results for 2 unconnected molecules or ions with the total composition C48H48NO2Si in a non-equilibrium geometry.

Last column: Löwdin charge in e.
Element x y z (Å)
C 4.813631 1.153588 0.568728  -0.152
Si 5.289268 -0.505400 -0.131882  0.417
C 5.528494 -0.395673 -1.986390  -0.140
C 6.736219 -1.271884 0.741368  -0.150
O 4.037750 -1.576167 0.149636  -0.163
C 2.783961 -1.891498 -0.434623  -0.334
C 2.239450 -0.724953 -1.229618  -0.165
C 2.242895 -0.668535 -2.626210  -0.030
C 1.561535 0.380092 -3.258653  -0.046
C 0.949319 1.368953 -2.494760  -0.052
C 1.082750 1.348594 -1.106824  -0.069
C 1.791697 0.346054 -0.470009  -0.063
C 2.898938 -3.167056 -1.288867  -0.167
C 4.061888 -3.939701 -1.278254  -0.019
C 4.149556 -5.050895 -2.123735  -0.057
C 3.067333 -5.405958 -2.929747  -0.075
C 1.895250 -4.646677 -2.914002  -0.063
C 1.811077 -3.521238 -2.093617  -0.068
C 1.848641 -2.154826 0.825549  -0.167
C 2.065774 -3.571451 1.378498  -0.102
C 0.911638 -4.421033 0.867640  -0.126
C -0.208093 -3.426692 0.497556  -0.092
N 0.407158 -2.082070 0.529202  0.001
C -0.343552 -1.007957 0.926832  -0.005
C -1.387632 -0.408530 0.215629  -0.040
C -2.747753 -0.903452 0.354448  -0.253
C -3.555605 -1.188937 -0.767650  -0.039
C -4.896324 -1.514687 -0.599559  -0.069
C -5.462356 -1.485300 0.677068  -0.078
C -4.654236 -1.305602 1.801475  -0.073
C -3.294481 -1.072732 1.641546  -0.045
H 5.675211 1.833222 0.534650  0.041
H 4.000089 1.627741 0.006224  0.023
H 4.495148 1.068926 1.615492  0.040
H 6.510483 0.062115 -2.180771  0.041
H 5.509994 -1.387585 -2.462171  0.040
H 4.759131 0.227491 -2.466223  0.031
H 7.592976 -0.588231 0.684545  0.040
H 6.520547 -1.459949 1.800345  0.041
H 7.034820 -2.225100 0.286510  0.037
H 2.789076 -1.421836 -3.201505  0.130
H 1.505499 0.407812 -4.349590  0.113
H 0.398806 2.182857 -2.965148  0.101
H 0.656804 2.107152 -0.467176  0.075
H 2.031603 0.421428 0.597056  0.126
H 4.897591 -3.661264 -0.626457  0.118
H 5.074688 -5.626589 -2.128795  0.110
H 3.132590 -6.277701 -3.579878  0.108
H 1.040729 -4.903175 -3.540875  0.110
H 0.917692 -2.890688 -2.095048  0.121
H 2.089744 -1.399581 1.596815  0.155
H 3.070614 -3.957852 1.167493  0.125
H 1.960054 -3.460876 2.462847  0.124
H 1.185960 -5.035797 -0.000213  0.111
H 0.574677 -5.092787 1.657312  0.116
H -0.623692 -3.622650 -0.499462  0.120
H -1.035436 -3.496127 1.225781  0.130
H -0.078167 -0.583212 1.913175  0.143
H -1.171672 0.258129 -0.633649  0.103
H -3.119407 -1.131935 -1.768533  0.121
H -5.526536 -1.731837 -1.463009  0.115
H -6.542576 -1.589805 0.798862  0.111
H -5.081132 -1.324497 2.806811  0.113
H -2.635934 -0.919567 2.503376  0.109
C -8.173714 1.680608 1.204149  -0.050
O -7.275353 1.529643 0.081772  -0.081
C -6.008656 2.019764 0.211250  -0.246
C -5.206711 2.008652 -0.953648  0.022
C -3.843900 1.963382 -0.811086  -0.036
C -3.235279 2.161748 0.446583  -0.178
C -1.817883 2.410014 0.537305  -0.009
C -1.048274 2.425932 1.775364  -0.120
C 0.014895 3.385497 1.627318  -0.122
C 0.870163 3.725187 2.660777  0.000
C 0.655932 3.133375 3.907441  -0.056
C -0.371181 2.188012 4.081205  -0.060
C -1.208690 1.807581 3.020283  -0.035
C -0.097207 4.011850 0.320526  -0.144
C -1.233033 3.434590 -0.350873  -0.116
C -1.595093 3.935974 -1.600449  -0.007
C -0.780356 4.904224 -2.200937  -0.060
C 0.352319 5.422418 -1.547573  -0.045
C 0.695738 4.989821 -0.264476  0.003
C -4.057726 2.256155 1.589760  0.013
C -5.434725 2.277852 1.473192  0.005
H -9.142663 1.357359 0.819434  0.098
H -7.862387 1.043228 2.050116  0.095
H -8.215026 2.732093 1.526272  0.103
H -5.700779 1.919109 -1.924824  0.135
H -3.212487 1.777950 -1.681830  0.123
H 1.681898 4.429802 2.461535  0.121
H 1.311589 3.375952 4.739273  0.109
H -0.554504 1.759048 5.068870  0.110
H -2.018475 1.088122 3.163669  0.097
H -2.523657 3.626434 -2.075009  0.104
H -1.062817 5.278813 -3.186051  0.111
H 0.981632 6.148396 -2.059190  0.112
H 1.566797 5.354925 0.277152  0.118
H -3.614798 2.370914 2.580497  0.116
H -6.069778 2.368941 2.362623  0.116

Cartesian forces (eV/Å) of the 3 atoms listed first:
C 0.2 0.3 0.1
Si -0.6 -0.2 -0.6
C 0.3 0.2 0.0

Results
charge: +1
gap between HOMO and LUMO: 4.4 eV
E_LUMO: -4.826 eV